[1]
{"formula": "C3H5N3", "method": "wB97M-V/def2-TZVPD", "symbols": ["N", "C", "C", "N", "C", "N", "H", "H", "H", "H", "H"], "positions_angstrom": [[1.73512, -0.81009, -1.22197], [0.64211, -0.51061, -0.47595], [0.40097, 0.67957, 0.38447], [-0.97230, 1.02190, 0.67799], [-1.84315, 0.17446, 0.32930], [0.15430, -1.66209, -0.57510], [2.54687, -0.52024, -0.64406], [0.93614, 0.51397, 1.33175], [0.87379, 1.51628, -0.13485], [-2.90317, 0.37920, 0.48073], [-1.57069, -0.78235, -0.15232]], "forces_ev_per_a": [[-0.14, 0.39, -0.25], [-0.28, 0.07, 0.27], [0.03, 0.27, -0.03], [-0.42, -0.34, -0.16], [0.03, 0.00, -0.04], [1.18, 0.03, -0.10], [-0.08, -0.98, 0.06], [-0.05, 0.12, -0.22], [0.02, 0.13, 0.19], [0.17, 0.03, 0.10], [-0.46, 0.28, 0.18]], "homo_lumo_gap_ev": [8.822, 9.089]}

***

[2]
{"formula": "C45H75GeN7P3Tl", "method": "wB97M-V/def2-TZVPD", "symbols": ["Tl", "C", "C", "C", "P", "C", "N", "Ge", "N", "C", "P", "C", "C", "C", "C", "C", "C", "C", "C", "C", "C", "C", "C", "N", "C", "C", "C", "C", "C", "C", "C", "C", "C", "C", "C", "C", "N", "C", "P", "C", "C", "C", "C", "C", "C", "C", "C", "C", "H", "H", "H", "H", "H", "H", "H", "H", "H", "H", "H", "H", "H", "H", "H", "H", "H", "H", "H", "H", "H", "H", "H", "H", "H", "H", "H", "H", "H", "H", "H", "H", "H", "H", "H", "H", "H", "H", "H", "H", "H", "H", "H", "H", "H", "H", "H", "H", "H", "H", "H", "H", "H", "H", "H", "H", "H", "H", "H", "H", "C", "C", "N", "C", "C", "N", "C", "C", "N", "H", "H", "H", "H", "H", "H", "H", "H", "H", "H", "H", "H", "H", "H", "H"], "positions_angstrom": [[-0.53280, 3.01830, 0.83465], [5.75902, -0.18839, -2.17024], [4.49920, 0.66415, -1.99716], [4.84667, 2.15781, -2.03145], [3.49842, 0.29680, -0.47488], [3.28462, -1.55678, -0.74965], [2.01232, -2.12411, -0.35265], [0.33950, -1.13442, -0.78606], [0.38790, -1.71680, -2.57959], [0.55626, -0.68210, -3.56598], [-0.27480, 0.74698, -2.74984], [-2.04016, 0.56106, -3.27313], [-2.60481, -0.77816, -2.78194], [-2.28118, 0.75085, -4.77071], [0.31072, 2.31282, -3.54783], [1.20330, 3.15807, -2.60695], [0.98591, 2.09065, -4.90210], [0.42261, -3.06353, -2.84195], [0.79486, -3.64990, -4.05819], [0.79154, -5.02580, -4.19161], [0.43078, -5.85358, -3.12640], [0.07169, -5.28725, -1.92047], [0.05077, -3.90389, -1.79205], [-0.35760, -3.24226, -0.52531], [0.53567, -3.71510, 0.50709], [0.19467, -4.67816, 1.43274], [1.19358, -5.23150, 2.21872], [2.54076, -4.83577, 2.06161], [2.88693, -3.85414, 1.17655], [1.86945, -3.20485, 0.42253], [-1.78722, -3.30156, -0.22063], [-2.66645, -4.02627, -0.99249], [-3.98879, -4.21012, -0.58032], [-4.42237, -3.68928, 0.64123], [-3.58331, -2.89431, 1.37918], [-2.26165, -2.57179, 0.91744], [-1.47463, -1.61270, 1.40299], [-1.88847, -0.94692, 2.64160], [-0.82022, 0.45217, 3.23188], [-1.63660, 0.89693, 4.85777], [-1.31680, 2.36981, 5.13720], [-3.13537, 0.61374, 4.99053], [0.68686, -0.46857, 3.82414], [1.36234, -1.15461, 2.63606], [0.47083, -1.49494, 4.94001], [4.78848, 0.50862, 0.86671], [4.27827, 1.34928, 2.03898], [5.42912, -0.78838, 1.35852], [6.18382, -0.00605, -3.16025], [5.56874, -1.26096, -2.09378], [6.52368, 0.08241, -1.44030], [3.81618, 0.44679, -2.82843], [5.64626, 2.39334, -1.32624], [3.99113, 2.79136, -1.79007], [5.21011, 2.43556, -3.02315], [4.12313, -2.11198, -0.34223], [3.32614, -1.63022, -1.84198], [0.04955, -0.93133, -4.50151], [1.60213, -0.44729, -3.79390], [-2.55519, 1.37048, -2.74303], [-2.41810, -0.94335, -1.71608], [-2.16894, -1.61361, -3.33530], [-3.68369, -0.80643, -2.94221], [-1.77075, -0.00590, -5.37108], [-1.98776, 1.73748, -5.12684], [-3.35141, 0.64459, -4.95968], [-0.62444, 2.85314, -3.71187], [2.24368, 3.11560, -2.93200], [1.17354, 2.81677, -1.56911], [0.90726, 4.20823, -2.62716], [1.94945, 1.58974, -4.78916], [1.18171, 3.06458, -5.35613], [0.37274, 1.51989, -5.60063], [1.10416, -3.02979, -4.89018], [1.08319, -5.46857, -5.13638], [0.42785, -6.92925, -3.24344], [-0.21272, -5.91773, -1.08581], [-0.82660, -5.03272, 1.50372], [0.94486, -6.00982, 2.92960], [3.31035, -5.31817, 2.65085], [3.92329, -3.56297, 1.08067], [-2.32792, -4.50515, -1.89875], [-4.65847, -4.80858, -1.18553], [-5.42207, -3.90666, 0.99590], [-3.93602, -2.48413, 2.31058], [-1.94659, -1.68979, 3.44559], [-2.89418, -0.53179, 2.53898], [-1.13082, 0.29671, 5.60816], [-1.72113, 3.01028, 4.34843], [-0.24027, 2.54578, 5.19867], [-1.75899, 2.68339, 6.08517], [-3.74643, 1.24070, 4.34186], [-3.44077, 0.82637, 6.01654], [-3.38455, -0.43179, 4.79997], [1.34645, 0.31855, 4.20425], [0.78865, -2.03833, 2.34256], [2.36240, -1.48690, 2.91436], [1.43597, -0.49538, 1.76417], [-0.31877, -2.21191, 4.69684], [0.24011, -1.04196, 5.90110], [1.39284, -2.06496, 5.07737], [5.55221, 1.10228, 0.36280], [3.63797, 0.76373, 2.69144], [3.72164, 2.22595, 1.70502], [5.12475, 1.69990, 2.63374], [4.70364, -1.40907, 1.89476], [6.22693, -0.54576, 2.06387], [5.88058, -1.37282, 0.55478], [-3.51685, 4.15552, 2.20602], [-3.62946, 2.69570, 1.77610], [-3.02343, 2.38241, 0.47673], [-3.68280, 2.92575, -0.71824], [-3.34550, 4.40220, -0.98020], [-1.91775, 4.68577, -0.79768], [-1.58356, 5.95060, -0.13437], [-2.16426, 6.03220, 1.28201], [-2.17425, 4.74851, 2.02233], [-4.25364, 4.75565, 1.67523], [-3.80597, 4.19273, 3.25861], [-3.09558, 2.09310, 2.50693], [-4.68919, 2.41287, 1.80671], [-3.00451, 1.37119, 0.39900], [-3.32571, 2.33730, -1.56715], [-4.77149, 2.80797, -0.66337], [-3.67512, 4.64709, -1.99313], [-3.92871, 5.03887, -0.31876], [-1.43587, 4.64359, -1.68631], [-0.49362, 6.00906, -0.08858], [-1.93365, 6.82873, -0.68651], [-1.57968, 6.76802, 1.83188], [-3.17947, 6.42741, 1.23678], [-1.75026, 4.89327, 2.92789]], "forces_ev_per_a": [[0.11, 0.06, -0.03], [-0.01, 0.06, -0.12], [0.05, 0.01, 0.06], [0.01, -0.03, -0.06], [-0.32, -0.06, 0.05], [0.21, 0.13, -0.04], [0.00, 0.02, 0.29], [0.11, -0.68, -0.57], [0.04, 0.66, 0.44], [-0.02, 0.00, 0.11], [-0.02, 0.00, -0.79], [-0.01, -0.13, 0.32], [-0.03, 0.07, -0.09], [-0.01, -0.02, -0.05], [0.13, 0.18, 0.47], [0.01, -0.09, -0.05], [-0.02, -0.01, -0.10], [0.02, -0.40, -0.11], [0.04, 0.18, 0.09], [-0.06, -0.22, 0.09], [0.08, 0.05, -0.27], [-0.12, 0.16, 0.23], [-0.07, 0.05, -0.03], [0.03, 0.35, -0.01], [-0.22, -0.27, 0.07], [-0.09, 0.12, -0.18], [0.31, 0.01, 0.11], [-0.19, -0.17, 0.07], [-0.02, 0.10, -0.03], [0.03, 0.04, -0.11], [0.10, -0.19, -0.27], [0.16, -0.18, 0.02], [0.00, 0.03, 0.04], [0.02, -0.05, -0.10], [0.22, 0.14, 0.00], [-0.05, 0.11, 0.16], [0.01, 0.08, 0.20], [0.04, -0.30, 0.01], [0.03, -0.18, -0.11], [-0.05, 0.13, -0.18], [-0.02, -0.07, 0.10], [0.10, -0.07, 0.06], [0.00, -0.04, 0.00], [-0.12, 0.13, 0.11], [0.08, 0.00, -0.05], [-0.11, -0.14, 0.02], [0.08, 0.06, -0.12], [0.09, 0.12, 0.07], [0.02, -0.01, 0.06], [0.02, 0.04, -0.02], [-0.04, -0.04, 0.01], [-0.05, 0.02, 0.01], [-0.04, -0.01, -0.02], [0.05, -0.03, 0.01], [-0.01, -0.02, 0.04], [-0.07, -0.14, -0.01], [-0.01, -0.15, -0.02], [-0.04, 0.05, -0.06], [-0.02, -0.03, -0.04], [0.14, -0.16, -0.15], [-0.05, 0.02, 0.00], [-0.02, 0.03, 0.05], [0.01, 0.02, -0.01], [-0.02, 0.04, 0.05], [0.03, -0.02, 0.00], [0.03, 0.00, -0.03], [-0.09, 0.01, -0.01], [-0.08, -0.03, 0.00], [0.01, 0.03, -0.07], [0.02, -0.02, -0.05], [-0.04, 0.01, 0.02], [0.00, -0.04, 0.01], [0.02, 0.01, 0.04], [-0.01, 0.02, 0.03], [-0.02, 0.03, 0.04], [0.04, 0.06, 0.01], [0.02, 0.02, 0.00], [0.03, -0.01, 0.00], [0.02, 0.04, -0.03], [-0.05, 0.00, -0.01], [-0.04, 0.08, -0.01], [0.01, -0.04, -0.01], [0.05, 0.05, 0.01], [0.05, 0.04, 0.00], [0.00, 0.15, 0.09], [-0.12, -0.11, -0.07], [-0.12, 0.00, -0.06], [-0.01, -0.03, 0.10], [-0.02, 0.01, 0.01], [-0.03, 0.02, -0.04], [0.04, -0.01, -0.03], [-0.02, 0.03, -0.08], [-0.01, 0.03, -0.03], [-0.01, 0.06, 0.02], [0.04, 0.01, -0.04], [0.05, 0.16, 0.15], [0.10, 0.01, 0.00], [0.08, 0.04, 0.10], [0.05, 0.02, 0.01], [-0.01, -0.03, 0.01], [-0.03, -0.01, 0.02], [0.08, -0.04, -0.05], [-0.19, -0.11, 0.12], [0.00, 0.00, -0.02], [-0.05, -0.04, -0.01], [0.02, 0.02, -0.04], [-0.04, -0.04, 0.00], [-0.01, 0.02, 0.03], [-0.03, -0.01, 0.01], [-0.02, 0.14, -0.05], [-0.01, -0.12, 0.03], [0.17, 0.22, 0.07], [-0.03, -0.08, 0.01], [0.00, -0.14, -0.05], [-0.06, -0.08, 0.10], [-0.03, 0.03, 0.01], [0.03, -0.07, -0.15], [0.02, 0.04, 0.02], [-0.02, 0.04, 0.01], [0.02, -0.16, 0.08], [0.01, 0.00, 0.04], [-0.02, -0.01, -0.05], [-0.18, 0.12, 0.22], [0.01, 0.01, -0.06], [-0.05, 0.03, 0.01], [0.05, 0.02, -0.03], [-0.02, 0.08, -0.06], [0.01, 0.01, -0.03], [0.03, 0.00, -0.03], [0.00, 0.01, 0.04], [-0.03, 0.03, 0.05], [-0.05, 0.07, 0.06]], "homo_lumo_gap_ev": [5.286, 5.085], "s2": 1.664, "spin_multiplicity": 2, "charge": 3}

***

Computed values of ΔE to the lowest compared entry with this formula, charge and spin (unit: kJ/mol) for the preceding records, in sequence: 468.5; 66.7.